# C42H45AlGeN5O4S2

C42H45AlGeN5O4S2 as an isolated structure (ωB97M-V/def2-TZVPD, OMol25).

Each line ends with the Löwdin spin population.
CARTESIAN COORDINATES (ANGSTROEM)
Ge 0.9600 1.2923 0.5482  0.347
S 0.6160 -1.0515 2.4624  0.103
S -4.2270 0.9792 -2.2503  0.000
Al 0.3102 -1.8056 0.2204  0.063
O -1.7753 -2.7497 1.5280  0.002
O -5.6087 0.6547 -2.4448  0.000
O -1.3867 -1.2489 -0.0202  0.014
O -3.3885 1.1835 -3.3963  0.000
N 2.9008 -1.5878 3.6386  0.007
N 2.2831 -1.4332 0.2318  0.005
N 2.9992 -1.5363 1.3527  -0.013
N -3.5365 -0.2435 -1.3917  0.000
N 0.6677 -1.4452 -1.7173  0.022
C 1.4470 -1.4555 -4.3740  0.005
C 2.3288 1.5964 -2.0381  0.017
C 2.2959 -1.4489 2.4425  0.007
C -1.9802 2.7823 4.0181  0.000
C -3.7648 6.0713 0.9760  0.000
C 0.6196 -4.9435 0.2227  0.000
C 4.3593 -1.5808 -1.0837  0.010
C 1.8036 -6.8722 1.1484  0.000
C 0.8488 -6.8942 -1.1844  0.000
C 0.5863 3.3483 -3.2577  0.002
C -0.2373 -1.4372 -2.6897  0.006
C -2.3360 1.6942 3.2404  0.000
C -5.0467 4.5150 -0.5126  0.000
C -0.4245 2.0690 1.8150  0.056
C 0.3134 2.8719 -1.9859  0.020
C -3.6334 -2.0974 0.1765  0.000
C -5.1646 3.3397 -1.2311  0.000
C -2.1790 -2.0479 0.6294  0.001
C -0.6863 -6.8983 0.8179  0.000
C -4.2108 -0.7383 -0.2165  0.000
C 0.5651 -3.7366 0.1415  0.002
C 1.7148 2.9249 -3.9362  0.011
C 4.0746 2.1639 3.3319  -0.001
C -1.5616 1.3449 2.1493  0.003
C -2.8301 3.8895 0.1566  0.000
C -3.8785 4.8011 0.1911  0.000
C 2.3926 -1.5002 -3.3776  0.014
C 0.0957 -1.4249 -4.0249  0.016
C 1.1845 1.9972 -1.3579  0.096
C -0.0840 3.1694 2.5914  0.012
C 0.6505 -6.4010 0.2547  0.000
C -4.1143 2.4443 -1.2367  0.000
C 2.6461 1.9686 1.3976  0.038
C 3.5042 2.8154 0.7068  0.014
C 4.9250 3.0006 2.6304  0.010
C 2.8761 -1.4992 -0.9288  0.073
C -0.8576 3.5193 3.6855  0.003
C 2.5874 2.0435 -3.3204  0.000
C 1.9792 -1.4880 -2.0390  0.008
C 2.9438 1.6582 2.7186  0.009
C 4.6306 3.3318 1.3203  0.000
C -2.9494 2.7037 -0.5470  0.000
H 3.2773 3.0997 -0.3111  0.001
H -4.2170 -2.5542 0.9755  0.000
H -2.5723 3.0475 4.8809  0.000
H 1.6761 -6.4905 2.1595  0.000
H -0.5673 4.3604 4.2964  0.000
H -4.5991 6.1561 1.6698  0.000
H 4.2906 1.9062 4.3585  0.000
H 4.8101 -1.6196 -0.0948  0.000
H 3.0377 0.9473 -1.5453  0.001
H -1.2708 -1.4406 -2.3761  0.000
H 0.0558 -6.5069 -1.8217  0.000
H -0.0868 4.0625 -3.7067  0.000
H -0.5757 3.2136 -1.4808  0.002
H -1.8328 0.4743 1.5705  0.001
H 2.2718 1.0275 3.2823  0.000
H 3.8262 -1.9758 3.6783  0.000
H 4.7481 -0.7175 -1.6239  0.003
H -2.1455 1.9816 -0.5554  0.000
H -3.7914 6.9366 0.3157  0.000
H -6.0567 3.0904 -1.7835  0.000
H -2.5377 -0.1520 -1.2680  0.000
H 1.8326 -7.9603 1.1879  0.000
H -1.9128 4.0987 0.6876  0.000
H -0.6813 -1.3875 -4.7694  0.001
H 4.6290 -2.4784 -1.6355  0.003
H -3.1980 1.0967 3.5020  0.000
H 0.8365 -7.9816 -1.2286  0.000
H 2.3112 -1.6402 4.4510  0.001
H 1.7434 -1.4456 -5.4111  0.000
H 1.9240 3.2948 -4.9282  0.001
H 5.8011 3.4095 3.1100  0.001
H -1.5079 -6.5680 0.1858  0.000
H -5.2637 -0.8364 -0.4930  0.000
H -0.8470 -6.4939 1.8153  0.000
H 3.4837 1.7203 -3.8295  0.000
H 5.2679 4.0100 0.7730  0.000
H -4.1367 -0.0395 0.6320  0.000
H -3.6659 -2.7517 -0.6975  0.000
H 0.7956 3.7525 2.3500  0.001
H 2.7551 -6.5096 0.7640  0.000
H -5.8669 5.2179 -0.4928  0.000
H 1.8005 -6.5357 -1.5737  0.000
H -2.8342 6.1027 1.5349  0.000
H -0.6976 -7.9860 0.8720  0.000
H 3.4438 -1.5388 -3.6092  0.001

Summary:
Multiplicity = 2
Frontier orbital gap (spin up / spin down) = 5.99 / 6.96 eV
E_tot = -5318.02279 hartree
Energy relative to the best compared isomer or geometry (same formula, charge and spin) = 45.2 kcal per mole

=====

# C6H9NO2

One molecule with the formula C6H9NO2 (ωB97M-V/def2-TZVPD, OMol25).

Each line ends with the Mulliken charge.
CARTESIAN COORDINATES (ANGSTROEM)
O 0.4375 0.3797 2.6184  -0.544
O -0.4450 2.2673 1.6952  -0.365
N 1.0559 -1.0663 -1.2638  -0.412
C -0.3397 -0.7135 -1.7939  0.719
C 1.3855 -0.2267 -0.2591  -0.834
C -0.9277 0.1284 -0.5853  -0.430
C 0.0867 0.3252 0.2599  0.462
C -1.1422 -1.8057 -2.1713  -1.804
C -0.0212 1.2502 1.5131  0.109
H -1.2694 -2.5976 -1.3419  0.344
H 1.8075 0.6484 -0.8664  0.187
H -2.1433 0.4453 -0.2637  0.197
H 1.0920 -2.2153 -0.9354  0.328
H -0.3911 0.0342 -2.7934  0.133
H -2.2590 -1.5685 -2.4534  0.290
H 0.3991 0.7934 3.5888  0.327
H -0.7122 -2.3684 -2.7797  0.631
H 1.8973 -0.6304 0.4025  0.663

Summary:
Structure (SMILES) = C[C@H]1C=C(C(=O)O)CN1
Frontier orbital gap = 9.73 eV
E_tot = -439.08662 hartree
Energy relative to the best compared isomer or geometry (same formula, charge and spin) = 119.1 kcal per mole

=====

# C4H6Cl2F2Si

One molecule with the formula C4H6Cl2F2Si (ωB97M-V/def2-TZVPD, OMol25).

Each line ends with the Mulliken charge.
CARTESIAN COORDINATES (ANGSTROEM)
Cl 2.4184 0.5470 1.0473  -0.268
Cl -0.1124 2.5143 0.3150  -0.277
Si 0.4304 0.6339 0.7024  0.618
F -0.8466 -2.4046 0.2728  -0.213
F -0.8266 -2.3827 -1.8790  -0.181
C 0.2877 0.3147 -2.1395  -1.165
C -0.4659 0.3574 2.3500  -0.998
C -0.4128 -1.7756 -0.8375  0.320
C -0.0255 -0.3365 -0.7620  0.387
H -0.4838 1.0510 -2.4931  0.282
H -1.4604 0.8450 2.5371  0.298
H 1.2598 0.8964 -2.0411  0.271
H -0.4574 -0.6279 2.6090  0.367
H 0.2529 0.8797 3.1483  0.209
H 0.4423 -0.5121 -2.8297  0.349

Summary:
Structure (SMILES) = CC(=C(F)F)[Si](C)(Cl)Cl
Frontier orbital gap = 9.68 eV
E_tot = -1565.68562 hartree
Energy relative to the best compared isomer or geometry (same formula, charge and spin) = 7.8 kcal per mole

=====

# C6H8O2

One molecule with the formula C6H8O2 (ωB97M-V/def2-TZVPD, OMol25).

Each line ends with the Mulliken charge.
CARTESIAN COORDINATES (ANGSTROEM)
O 2.0670 0.0131 1.0219  -0.478
O 0.3941 1.6091 1.2761  -0.492
C -1.6151 -0.3181 1.7289  -0.489
C 0.1338 0.0177 -0.4190  1.463
C -0.4999 0.9265 -1.4392  -1.423
C 0.9228 0.5789 0.6256  0.300
C -0.6974 0.3004 1.1268  -0.327
C 0.2955 -1.4311 -0.7614  -1.401
H -1.4720 0.5275 -1.7300  0.334
H -0.6285 1.9378 -1.0611  0.373
H 1.0582 -1.9470 -0.1824  0.357
H 2.2675 0.3106 1.9220  0.380
H -0.6554 -1.9212 -0.5199  0.338
H 0.1432 0.9606 -2.3229  0.400
H -2.2342 -0.0168 2.5552  0.290
H 0.5205 -1.5481 -1.8206  0.375

Summary:
Frontier orbital gap = 8.41 eV
E_tot = -383.70439 hartree
Energy relative to the best compared isomer or geometry (same formula, charge and spin) = 129.1 kcal per mole